No. 1
The following is a DFT calculation (ωB97M-V/def2-TZVPD) of C40H51NP2Sc as an isolated structure at a distorted geometry.

CARTESIAN COORDINATES (ANGSTROEM)
Sc1 0.126 -0.384 -0.336
C1 2.220 -0.814 2.950
C2 3.417 -0.173 2.133
C3 4.185 0.850 3.031
P1 2.732 0.300 0.543
C4 3.972 -0.103 -0.762
C5 5.419 0.307 -0.345
C6 3.494 0.453 -2.142
C7 2.398 2.043 0.534
C8 3.443 2.880 0.973
C9 3.148 4.217 1.123
C10 4.167 5.171 1.749
C11 1.823 4.761 0.824
C12 0.910 3.945 0.248
C13 1.158 2.597 0.019
N1 0.316 1.767 -0.664
C14 -0.737 2.292 -1.466
C15 -0.494 3.222 -2.515
C16 -1.553 3.796 -3.193
C17 -2.886 3.402 -2.984
C18 -3.993 4.008 -3.777
C19 -3.128 2.352 -2.066
C20 -2.093 1.777 -1.349
P2 -2.388 0.463 -0.108
C21 -3.296 1.243 1.343
C22 -2.598 0.840 2.684
C23 -3.522 2.738 1.138
C24 -3.833 -0.645 -0.716
C25 -4.025 -1.931 0.115
C26 -3.798 -0.965 -2.231
H1 2.538 -1.057 3.965
H2 1.749 -1.673 2.432
H3 1.317 -0.158 3.168
H4 4.046 -1.114 1.956
H5 3.521 1.515 3.596
H6 4.941 1.443 2.476
H7 4.708 0.263 3.778
H8 4.018 -1.228 -0.791
H9 5.719 1.358 -0.665
H10 6.056 -0.359 -0.855
H11 5.583 0.142 0.725
H12 3.957 1.457 -2.283
H13 2.376 0.564 -2.268
H14 3.804 -0.250 -2.935
H15 4.401 2.453 1.160
H16 3.704 6.075 2.207
H17 4.935 5.557 1.049
H18 4.716 4.594 2.513
H19 1.549 5.786 1.028
H20 -0.031 4.412 -0.113
H21 0.591 3.367 -2.817
H22 -1.352 4.537 -3.953
H23 -4.963 3.671 -3.406
H24 -3.834 3.851 -4.827
H25 -4.000 5.111 -3.593
H26 -4.161 1.961 -1.927
H27 -4.303 0.792 1.337
H28 -1.554 1.265 2.745
H29 -2.496 -0.252 2.712
H30 -3.186 1.237 3.534
H31 -2.562 3.171 0.887
H32 -3.975 3.143 2.026
H33 -4.173 2.969 0.331
H34 -4.715 0.007 -0.546
H35 -3.404 -2.750 -0.200
H36 -5.089 -2.208 0.023
H37 -3.883 -1.745 1.166
H38 -4.775 -0.773 -2.648
H39 -3.554 -2.036 -2.478
H40 -3.128 -0.277 -2.766
C27 -2.569 -6.582 2.151
C28 -2.308 -5.688 3.216
C29 -1.448 -4.609 2.983
C30 -1.067 -4.229 1.679
C31 -1.321 -5.139 0.669
C32 -2.025 -6.325 0.963
C33 -0.509 -2.922 1.444
C34 -0.131 -2.405 0.244
C35 0.267 -2.986 -1.015
C36 0.007 -2.207 -2.173
C37 0.825 -2.344 -3.300
C38 1.688 -3.455 -3.346
C39 1.922 -4.265 -2.275
C40 1.240 -4.019 -1.072
H41 -3.210 -7.482 2.357
H42 -2.731 -5.822 4.202
H43 -1.173 -4.003 3.862
H44 -0.925 -4.925 -0.364
H45 -2.123 -6.967 0.097
H46 -0.381 -2.294 2.335
H47 -0.857 -1.514 -2.176
H48 0.874 -1.653 -4.145
H49 2.146 -3.702 -4.298
H50 2.704 -5.079 -2.352
H51 1.434 -4.610 -0.180

Summary:
Highest occupied orbital energy ... -9.449 eV
LUMO ... -2.91 eV
Total charge ... +1
Multiplicity ... 1
Total energy ... -3052.729780 Ha
ΔE to the lowest compared entry with this formula, charge and spin ... 77.69 kJ/mol
Maximum force ... 3.88 eV/Å

Atom charges from the Löwdin analysis, given in e for atoms 1 to 6:
1 Sc 0.908
2 C -0.139
3 C -0.518
4 C -0.100
5 P 1.006
6 C -0.518

---

No. 2
The following is a DFT calculation (ωB97M-V/def2-TZVPD) of C18H12AuF3Sb2Se4 as an isolated structure at a distorted geometry.

CARTESIAN COORDINATES (ANGSTROEM)
Au1 -2.740 0.823 -1.838
Se1 -8.386 1.749 0.304
Sb1 -5.826 1.465 0.109
Se2 -4.343 4.072 -0.253
Se3 -4.326 -0.492 0.584
Se4 -4.891 2.461 -2.174
F1 0.451 1.434 5.195
C1 0.008 1.067 3.973
C2 -0.716 1.996 3.188
C3 -1.027 1.643 1.879
C4 -0.569 0.437 1.311
C5 0.189 -0.391 2.139
C6 0.412 -0.131 3.483
Sb2 -0.587 0.167 -0.789
C7 1.114 1.133 -1.232
C8 1.608 1.081 -2.527
C9 2.880 1.629 -2.787
C10 3.619 2.105 -1.691
F2 4.830 2.579 -1.936
C11 3.173 2.141 -0.397
C12 1.871 1.661 -0.196
C13 -0.009 -1.859 -0.974
C14 -1.028 -2.833 -0.998
C15 -0.645 -4.169 -1.021
C16 0.643 -4.551 -1.083
F3 0.913 -5.836 -1.060
C17 1.660 -3.649 -1.104
C18 1.360 -2.304 -1.049
H1 -0.964 2.961 3.573
H2 -1.509 2.365 1.265
H3 0.828 -1.234 1.716
H4 1.187 -0.762 4.062
H5 0.911 0.699 -3.270
H6 3.343 1.602 -3.754
H7 3.916 2.273 0.439
H8 1.492 1.628 0.800
H9 -2.140 -2.537 -0.987
H10 -1.483 -4.828 -0.826
H11 2.640 -3.985 -1.163
H12 2.143 -1.611 -0.908

Summary:
Highest occupied orbital energy (alpha / beta) ... -8.226 / -8.226 eV
LUMO (alpha / beta) ... -2.39 / -2.39 eV
Multiplicity ... 1
Total energy ... -11214.560992 Ha
ΔE to the lowest compared entry with this formula, charge and spin ... 137.40 kJ/mol
Maximum force ... 3.14 eV/Å

Atom charges from the Löwdin analysis, given in e for atoms 1 to 6:
1 Au 0.144
2 Se -0.142
3 Sb 0.101
4 Se -0.089
5 Se -0.154
6 Se -0.116

---

No. 3
The following is a DFT calculation (ωB97M-V/def2-TZVPD) of C22H31N5O5 as an isolated structure at a distorted geometry.

CARTESIAN COORDINATES (ANGSTROEM)
C1 -4.714 -3.147 -0.335
H1 -5.518 -3.759 -0.388
H2 -4.659 -2.281 0.325
O1 -3.648 -4.070 -0.207
C2 -2.408 -3.723 -0.324
C3 -2.142 -2.303 -0.330
C4 -0.850 -1.954 -0.184
C5 0.224 -2.732 -0.224
C6 -0.156 -4.063 0.010
C7 -1.383 -4.525 0.059
H3 -1.760 -5.309 0.244
H4 0.566 -4.722 0.192
N1 1.620 -2.592 -0.152
C8 2.201 -1.111 -0.096
O2 1.572 -0.158 -0.460
C9 3.567 -1.310 0.170
C10 4.649 -0.453 0.139
N2 5.746 -1.012 0.383
C11 5.606 -2.166 0.315
N3 4.197 -2.453 0.348
H5 6.192 -3.039 0.451
H6 6.548 -0.381 0.543
C12 4.677 1.304 0.053
O3 5.692 1.799 0.355
N4 3.526 1.960 -0.544
C13 3.445 3.243 -0.369
H7 4.357 3.486 -0.218
C14 2.433 3.887 0.688
C15 0.923 3.061 0.750
H8 0.486 3.331 1.612
H9 1.117 2.122 0.592
C16 0.172 3.500 -0.727
H10 0.903 3.978 -1.336
C17 -0.568 2.225 -1.262
N5 -1.562 1.705 -0.353
C18 -2.809 2.220 -0.432
O4 -3.330 2.673 -1.525
O5 -3.506 1.416 0.806
C19 -4.957 1.564 0.680
C20 -5.445 3.113 0.960
H11 -4.714 3.323 1.876
H12 -5.221 3.634 0.216
H13 -6.495 3.016 1.079
C21 -5.326 0.562 1.938
H14 -6.455 0.767 2.008
H15 -4.782 -0.388 1.778
H16 -4.696 1.016 2.823
C22 -5.507 0.791 -0.527
H17 -6.689 1.070 -0.531
H18 -5.503 1.576 -1.400
H19 -5.316 -0.050 -0.762
H20 -1.185 1.315 0.406
H21 0.355 1.635 -1.623
H22 -1.020 2.610 -2.027
H23 -0.396 4.236 -0.223
H24 2.361 4.906 0.841
H25 2.803 3.437 1.629
H26 2.913 3.496 -1.300
H27 2.725 1.304 -0.387
H28 2.401 -3.180 0.418
H29 -0.444 -0.867 -0.614
H30 -2.785 -1.470 -0.479
H31 -4.633 -2.670 -1.469

Summary:
Highest occupied orbital energy ... -7.480 eV
LUMO ... 0.07 eV
Multiplicity ... 1
Total energy ... -1506.320363 Ha
ΔE to the lowest compared entry with this formula, charge and spin ... 1808.12 kJ/mol
Maximum force ... 17.77 eV/Å

Atom charges from the Löwdin analysis, given in e for atoms 1 to 6:
1 C -0.046
2 H 0.051
3 H 0.070
4 O -0.058
5 C -0.281
6 C -0.003

---

No. 4
The following is a DFT calculation (ωB97M-V/def2-TZVPD) of a 2-piece molecular cluster, C5H9N2O overall at a distorted geometry.

CARTESIAN COORDINATES (ANGSTROEM)
C1 1.674 0.766 -2.043
C2 0.303 0.937 -1.558
C3 2.191 -0.200 -1.226
C4 0.128 -0.121 -0.645
C5 -1.021 -0.559 0.146
N1 -1.084 0.726 1.963
N2 -0.952 -1.751 0.722
O1 1.308 -0.732 -0.390
H1 2.111 1.554 -2.459
H2 -0.323 1.676 -1.947
H3 3.059 -0.790 -1.456
H4 -2.081 -0.137 -0.041
H5 -2.155 0.956 2.280
H6 -0.755 1.762 1.831
H7 -0.641 0.217 2.683
H8 0.003 -2.104 1.052
H9 -1.767 -2.200 1.089

Summary:
Highest occupied orbital energy ... -13.157 eV
LUMO ... -4.27 eV
Total charge ... +1
Multiplicity ... 1
Total energy ... -380.357049 Ha
ΔE to the lowest compared entry with this formula, charge and spin ... 248.78 kJ/mol
Maximum force ... 5.99 eV/Å

Atom charges from the Löwdin analysis, given in e for atoms 1 to 6:
1 C 0.021
2 C 0.080
3 C -0.073
4 C -0.266
5 C -0.086
6 N 0.027